Entry 1:
C3H2F2N2 | ωB97M-V/def2-TZVPD

Atoms and positions in Å:
C: -0.708 0.403 -0.088
C: -3.075 0.199 -0.495
C: -0.975 -1.924 -0.105
N: -1.969 0.534 -0.073
N: -0.177 -0.878 -0.004
F: -4.126 0.139 0.285
F: -0.218 -3.041 0.014
H: -0.049 1.253 -0.096
H: 0.833 -0.964 0.143

Computed properties:
- energy relative to the best compared isomer or geometry (same formula, charge and spin) (kcal/mol) = 49.4
- spin multiplicity = 3
- HOMO (spin up / spin down) (eV) = -6.54 / -9.23
- frontier orbital gap (spin up / spin down) (eV) = 7.163 / 7.161
- <S²> = 2.015

These are the natural (NBO) partial charges, in e, on atoms 1 to 5: 0.16, 0.76, 0.31, -0.57, -0.61

***

Entry 2:
CH7N3O | ωB97M-V/def2-TZVPD

Atoms and positions in Å:
N: -1.222 -0.363 -0.738
N: -0.184 0.118 0.105
N: -0.517 1.273 0.839
C: 1.126 -0.595 0.417
O: 1.880 -0.073 -0.621
H: -1.462 -1.321 -0.483
H: -0.827 -0.378 -1.678
H: -0.703 2.014 0.166
H: -1.374 1.098 1.361
H: 1.476 -0.267 1.407
H: 0.959 -1.681 0.342
H: 0.848 0.174 -1.118

Computed properties:
- energy relative to the best compared isomer or geometry (same formula, charge and spin) (kcal/mol) = 117.6
- HOMO (eV) = -8.96
- frontier orbital gap (eV) = 9.735
- SMILES = NN(N)CO

These are the natural (NBO) partial charges, in e, on atoms 1 to 5: -0.65, -0.25, -0.63, 0.09, -0.73

***

Entry 3:
C2H6N2Si | ωB97M-V/def2-TZVPD

Atoms and positions in Å:
C: 0.015 -0.446 0.765
C: 0.415 0.948 0.248
N: 0.982 -1.016 -0.236
N: 1.483 0.310 -0.513
Si: -1.451 -0.049 -0.298
H: 0.162 -0.710 1.727
H: 0.670 1.858 0.834
H: 1.693 -1.657 0.265
H: 1.507 0.619 -1.491
H: -1.230 -0.780 -1.679
H: -2.697 0.675 0.389

Computed properties:
- energy relative to the best compared isomer or geometry (same formula, charge and spin) (kcal/mol) = 88.3
- spin multiplicity = 3
- HOMO (spin up / spin down) (eV) = -4.46 / -9.35
- frontier orbital gap (spin up / spin down) (eV) = 5.475 / 7.961
- <S²> = 2.007

These are the natural (NBO) partial charges, in e, on atoms 1 to 5: -0.51, -0.25, -0.44, -0.38, 0.58

***

Entry 4:
C18H46BO13P2S | ωB97M-V/def2-TZVPD

Atoms and positions in Å:
C: -5.529 -1.289 4.604
O: -5.518 -2.673 4.057
C: -4.179 -2.885 3.425
C: -4.124 -2.175 1.948
C: -3.092 -0.895 1.840
C: -1.592 -1.368 2.305
C: -0.369 -0.403 1.794
S: 1.034 -0.568 3.025
O: 1.833 0.971 3.029
B: 1.066 1.742 4.044
O: 1.330 1.419 5.481
O: 0.040 2.752 3.719
P: 2.538 -1.961 2.400
P: 2.126 -2.460 0.282
O: 3.154 -3.582 -0.239
O: 2.348 -1.034 -0.697
O: 0.535 -3.167 0.200
H: -5.747 -0.563 3.698
H: -6.357 -1.204 5.450
H: -4.493 -0.999 5.069
H: -3.311 -2.586 4.152
H: -4.084 -4.065 3.275
H: -3.775 -3.016 1.177
H: -5.199 -1.836 1.618
H: -3.504 -0.010 2.526
H: -3.151 -0.506 0.716
H: -1.438 -2.489 1.935
H: -1.580 -1.356 3.484
H: -0.752 0.727 1.809
H: -0.092 -0.645 0.683
H: 0.512 0.869 5.739
H: -0.777 2.344 3.301
H: 2.370 -3.202 3.165
H: 1.764 -0.271 -0.403
H: -0.110 -2.596 -0.312
C: -7.103 -0.658 -4.217
O: -6.557 0.594 -3.831
C: -6.380 0.722 -2.423
C: -5.032 1.374 -2.091
O: -3.882 0.567 -2.373
C: -3.586 0.323 -3.754
C: -3.170 1.565 -4.556
O: -4.288 2.419 -4.789
C: -3.984 3.796 -4.634
H: -8.184 -0.659 -4.058
H: -6.898 -0.801 -5.281
H: -6.637 -1.487 -3.672
H: -6.441 -0.256 -1.918
H: -7.190 1.359 -2.049
H: -5.008 1.545 -1.008
H: -4.937 2.359 -2.547
H: -4.403 -0.213 -4.237
H: -2.735 -0.368 -3.750
H: -2.794 1.252 -5.535
H: -2.367 2.087 -4.025
H: -3.393 3.975 -3.729
H: -4.926 4.341 -4.530
H: -3.453 4.165 -5.514
C: 8.528 -0.839 -2.294
O: 8.388 -0.059 -1.117
C: 8.330 1.342 -1.372
C: 7.248 2.016 -0.519
O: 5.900 1.683 -0.875
C: 5.474 0.340 -0.610
C: 5.394 -0.032 0.878
O: 6.698 -0.173 1.438
C: 6.814 0.388 2.736
H: 9.569 -0.833 -2.625
H: 8.234 -1.865 -2.055
H: 7.871 -0.482 -3.095
H: 8.132 1.550 -2.437
H: 9.308 1.762 -1.111
H: 7.331 3.098 -0.678
H: 7.419 1.860 0.545
H: 6.075 -0.375 -1.173
H: 4.461 0.271 -1.023
H: 4.894 -1.000 0.980
H: 4.806 0.723 1.409
H: 6.349 1.378 2.786
H: 7.878 0.508 2.959
H: 6.368 -0.280 3.475

Computed properties:
- HOMO (eV) = -10.86
- frontier orbital gap (eV) = 5.567
- net charge = +1

These are the Mulliken partial charges, in e, on atoms 1 to 5: -0.48, -0.40, -0.30, -0.66, -0.21

***

Entry 5:
C23H19F3N | ωB97M-V/def2-TZVPD

Atoms and positions in Å:
C: 0.344 0.055 3.905
C: 0.654 0.611 2.582
N: 1.709 1.384 2.437
C: 1.765 2.001 1.179
C: 2.580 3.076 0.876
C: 2.286 3.761 -0.308
C: 1.164 3.406 -1.084
C: 0.330 2.333 -0.711
C: 0.637 1.620 0.450
C: -0.167 0.628 1.293
C: -0.410 -0.718 0.688
C: 0.909 -1.475 0.356
C: 1.472 -2.215 1.396
C: 2.619 -2.987 1.200
C: 3.190 -3.053 -0.074
C: 2.643 -2.315 -1.125
C: 1.569 -1.439 -0.881
C: -1.467 -0.668 -0.425
C: -2.666 0.025 -0.180
C: -3.664 0.097 -1.151
C: -3.412 -0.448 -2.404
C: -4.401 -0.289 -3.519
F: -3.799 0.037 -4.707
F: -5.334 0.672 -3.276
F: -5.078 -1.463 -3.724
C: -2.275 -1.200 -2.647
C: -1.346 -1.368 -1.626
H: -0.684 -0.313 3.937
H: 1.028 -0.769 4.152
H: 0.465 0.826 4.683
H: 2.400 1.554 3.167
H: 3.374 3.355 1.575
H: 2.926 4.587 -0.617
H: 0.923 3.998 -1.974
H: -0.566 2.084 -1.283
H: -1.133 1.090 1.555
H: -0.905 -1.297 1.492
H: 0.997 -2.185 2.381
H: 3.030 -3.547 2.040
H: 4.070 -3.673 -0.235
H: 3.043 -2.431 -2.136
H: 1.254 -0.762 -1.682
H: -2.846 0.515 0.780
H: -4.610 0.586 -0.936
H: -2.109 -1.652 -3.619
H: -0.507 -2.034 -1.803

Computed properties:
- energy relative to the best compared isomer or geometry (same formula, charge and spin) (kcal/mol) = 0.0
- HOMO (eV) = -12.23
- frontier orbital gap (eV) = 7.965
- SMILES = CC1=[NH+]c2ccccc2[C@H]1[C@H](c1ccccc1)c1ccc(C(F)(F)F)cc1
- net charge = +1

These are the natural (NBO) partial charges, in e, on atoms 1 to 5: -0.72, 0.52, -0.45, 0.16, -0.23

***

Entry 6:
C3H11N3PS | ωB97M-V/def2-TZVPD

Atoms and positions in Å:
C: 2.467 -0.329 0.425
N: 1.306 -0.132 -0.386
C: 0.118 0.346 0.467
N: -0.349 -0.844 1.092
S: -1.455 -1.667 0.106
N: -1.026 -0.690 -1.280
C: -0.914 0.842 -0.523
P: -2.411 1.529 0.456
H: 2.161 -1.041 1.225
H: 3.200 -0.952 -0.153
H: 2.804 0.654 0.709
H: 0.666 -0.893 -0.829
H: 1.578 0.396 -1.354
H: 0.590 0.992 1.214
H: -0.429 -0.837 2.132
H: -1.616 -0.811 -2.112
H: -0.470 1.543 -1.224
H: -3.001 0.332 0.778
H: -3.218 1.563 -0.745

Computed properties:
- energy relative to the best compared isomer or geometry (same formula, charge and spin) (kcal/mol) = 100.7
- HOMO (eV) = -11.89
- frontier orbital gap (eV) = 8.823
- SMILES = C[NH2+][C@@H]1NSN[C@H]1P
- net charge = +1

These are the natural (NBO) partial charges, in e, on atoms 1 to 5: -0.44, -0.60, 0.06, -0.84, 0.60

***

Entry 7:
C8H13NO | ωB97M-V/def2-TZVPD

Atoms and positions in Å:
H: -3.926 -0.025 -1.862
N: -3.138 -0.606 -1.403
C: -2.083 -0.015 -1.761
O: -2.357 1.132 -2.569
C: -0.654 -0.321 -1.429
C: -0.323 -0.250 0.068
C: 1.033 -0.767 0.313
C: 2.150 -1.182 0.534
C: 3.481 -1.723 0.814
C: -0.483 1.178 0.619
C: -0.271 1.277 2.123
H: -1.526 1.493 -2.900
H: -0.002 0.371 -1.987
H: -0.449 -1.332 -1.816
H: -1.035 -0.903 0.598
H: 4.166 -1.526 -0.023
H: 3.906 -1.264 1.718
H: 3.437 -2.810 0.970
H: -1.494 1.527 0.365
H: 0.224 1.838 0.091
H: -0.583 2.262 2.497
H: -0.858 0.511 2.652
H: 0.787 1.135 2.388

Computed properties:
- energy relative to the best compared isomer or geometry (same formula, charge and spin) (kcal/mol) = 42.9
- HOMO (eV) = -9.62
- frontier orbital gap (eV) = 10.355
- SMILES = [H]/N=C(\O)C[C@@H](C#CC)CC

These are the natural (NBO) partial charges, in e, on atoms 1 to 5: 0.36, -0.67, 0.55, -0.72, -0.47

***

Entry 8:
C3H5Cl2NO3 | ωB97M-V/def2-TZVPD

Atoms and positions in Å:
C: -0.249 -0.069 0.012
C: 1.247 0.417 -0.109
C: 2.282 -0.175 0.760
Cl: 3.868 0.302 0.123
Cl: 1.401 2.247 0.305
O: -0.452 0.932 -0.908
O: -3.644 -1.347 -1.000
N: -4.153 -0.290 -0.710
O: -5.301 0.127 -0.576
H: -0.465 -1.073 -0.493
H: -0.631 -0.097 1.082
H: 1.604 0.150 -1.106
H: 2.213 0.165 1.822
H: 2.279 -1.288 0.798

Computed properties:
- energy relative to the best compared isomer or geometry (same formula, charge and spin) (kcal/mol) = 74.1
- HOMO (spin up / spin down) (eV) = -10.24 / -10.54
- frontier orbital gap (spin up / spin down) (eV) = 8.742 / 8.462

These are the natural (NBO) partial charges, in e, on atoms 1 to 5: -0.12, -0.17, -0.41, -0.04, -0.05

***

Entry 9:
C23H30FN3O6S | ωB97M-V/def2-TZVPD

Atoms and positions in Å:
C: -0.232 -4.301 0.486
C: -0.300 -2.850 0.956
C: -0.647 -2.785 2.443
C: 1.057 -2.170 0.712
C: 1.587 -2.227 -0.737
O: 2.755 -2.484 -0.952
N: 0.681 -1.964 -1.696
C: 1.102 -1.493 -3.007
C: 0.991 -0.003 -3.018
C: -0.040 0.825 -3.356
C: 0.362 2.131 -2.984
C: 1.603 1.995 -2.439
O: 1.986 0.711 -2.452
N: 1.084 -0.765 1.150
C: 2.188 -0.390 2.012
C: 3.475 -0.118 1.229
C: 4.721 0.023 2.123
C: 5.579 1.058 1.378
C: 4.690 1.472 0.190
O: 3.372 1.121 0.547
C: 0.253 0.141 0.605
O: -0.621 -0.155 -0.205
C: 0.387 1.600 1.025
N: -0.533 2.434 0.299
S: -2.088 2.530 0.885
O: -2.723 3.587 0.159
O: -1.975 2.624 2.313
C: -2.936 1.000 0.483
C: -3.358 0.793 -0.815
C: -3.963 -0.404 -1.149
C: -4.132 -1.357 -0.158
F: -4.707 -2.534 -0.479
C: -3.736 -1.147 1.152
C: -3.127 0.055 1.470
H: -1.193 -4.786 0.635
H: 0.521 -4.850 1.049
H: 0.022 -4.356 -0.569
H: -1.083 -2.330 0.401
H: 0.116 -3.286 3.037
H: -1.597 -3.279 2.624
H: -0.728 -1.753 2.775
H: 1.806 -2.695 1.314
H: -0.202 -1.575 -1.379
H: 0.460 -1.930 -3.773
H: 2.138 -1.807 -3.153
H: -0.964 0.541 -3.818
H: -0.191 3.040 -3.112
H: 2.285 2.707 -2.019
H: 2.371 -1.212 2.709
H: 1.923 0.497 2.588
H: 3.638 -0.920 0.493
H: 5.230 -0.930 2.244
H: 4.432 0.395 3.106
H: 5.796 1.915 2.013
H: 6.521 0.638 1.031
H: 4.983 0.926 -0.717
H: 4.706 2.543 -0.013
H: 1.408 1.944 0.844
H: 0.127 1.726 2.080
H: -0.511 2.288 -0.702
H: -3.206 1.571 -1.546
H: -4.299 -0.611 -2.153
H: -3.900 -1.913 1.893
H: -2.797 0.275 2.473

Computed properties:
- energy relative to the best compared isomer or geometry (same formula, charge and spin) (kcal/mol) = 1.2
- HOMO (eV) = -8.82
- frontier orbital gap (eV) = 9.423
- SMILES = CC(C)[C@@H](C(=O)NCc1ccco1)N(C[C@@H]1CCCO1)C(=O)CNS(=O)(=O)c1ccc(F)cc1

These are the natural (NBO) partial charges, in e, on atoms 1 to 5: -0.61, -0.22, -0.61, -0.12, 0.69

***

Entry 10:
C3H9NO3 | ωB97M-V/def2-TZVPD

Atoms and positions in Å:
O: 2.553 -0.682 -0.260
C: 1.606 -0.682 -1.012
C: 0.644 0.506 -0.908
N: 0.064 0.346 0.418
C: -1.241 0.995 0.493
O: -1.392 2.249 -0.106
H: 1.503 -1.602 -1.601
H: 0.830 1.538 -1.236
H: -0.185 0.383 -1.611
H: 0.552 0.327 1.290
H: -1.397 1.093 1.584
H: -1.987 0.314 0.077
H: -0.680 2.828 0.180
O: -0.322 -2.473 1.308
H: 0.057 -3.208 0.821
H: -0.604 -1.932 0.563

Computed properties:
- energy relative to the best compared isomer or geometry (same formula, charge and spin) (kcal/mol) = 65.8
- HOMO (eV) = -9.36
- frontier orbital gap (eV) = 10.014
- SMILES = O=CCNCO.O

These are the natural (NBO) partial charges, in e, on atoms 1 to 5: -0.52, 0.41, -0.34, -0.67, 0.09

***

Entry 11:
C23H19IrN9O5S2 | ωB97M-V/def2-TZVPD

Atoms and positions in Å:
Ir: -0.003 -0.013 -0.322
O: 0.592 2.734 2.657
C: 0.797 1.704 2.035
N: -0.117 0.754 1.763
C: -1.375 0.775 2.458
C: -2.535 0.538 1.523
C: -3.848 0.501 1.982
C: -4.870 0.293 1.071
C: -4.560 0.133 -0.273
C: -3.229 0.180 -0.652
N: -2.253 0.372 0.229
C: 2.145 1.359 1.452
C: 3.309 1.958 1.917
C: 4.520 1.559 1.367
C: 4.521 0.559 0.405
C: 3.309 0.023 -0.008
N: 2.156 0.434 0.495
H: -1.493 1.727 2.998
H: -1.388 -0.013 3.223
H: -4.053 0.635 3.032
H: -5.896 0.259 1.404
H: -5.338 -0.030 -1.003
H: -2.931 0.059 -1.686
H: 3.241 2.709 2.689
H: 5.445 2.010 1.693
H: 5.439 0.186 -0.021
H: 3.269 -0.765 -0.748
N: -1.324 3.513 0.600
C: -0.320 3.467 -0.262
N: 0.115 2.395 -0.870
C: 1.060 2.694 -1.814
C: 1.377 4.038 -1.898
S: 0.490 4.958 -0.780
C: 1.571 1.658 -2.656
C: 2.427 1.857 -3.730
S: 2.695 0.427 -4.592
C: 1.603 -0.412 -3.445
N: 1.150 0.371 -2.494
N: 1.323 -1.681 -3.632
H: -1.801 2.655 0.833
H: -1.470 4.326 1.177
H: 2.063 4.515 -2.567
H: 2.872 2.778 -4.048
H: 1.696 -2.188 -4.422
H: 0.547 -2.074 -3.087
O: -1.233 -5.994 -0.644
C: -1.398 -5.621 0.588
O: -1.887 -6.306 1.451
C: -0.949 -4.242 0.975
C: -0.808 -3.806 2.283
N: -0.401 -2.530 2.234
N: -0.270 -2.102 0.978
C: -0.600 -3.122 0.195
C: -0.510 -2.948 -1.278
O: -0.405 -3.917 -2.022
O: -0.495 -1.741 -1.683
H: -0.855 -5.313 -1.275
H: -0.980 -4.353 3.189
H: -0.139 -1.943 3.015

Computed properties:
- energy relative to the best compared isomer or geometry (same formula, charge and spin) (kcal/mol) = 123.0
- spin multiplicity = 2
- HOMO (spin up / spin down) (eV) = -13.21 / -13.21
- frontier orbital gap (spin up / spin down) (eV) = 4.139 / 4.395
- <S²> = 0.764
- net charge = +2

These are the natural (NBO) partial charges, in e, on atoms 1 to 5: 1.51, -0.55, 0.63, -0.55, -0.30

***

Entry 12:
C8H13BrNO5 | ωB97M-V/def2-TZVPD

Atoms and positions in Å:
C: -0.226 0.984 -0.804
C: -1.574 -0.706 0.669
C: 2.557 -1.113 -0.023
C: 0.261 1.231 -2.147
C: -3.433 0.622 1.304
C: 3.757 0.256 1.534
C: -1.152 -2.011 0.019
C: 1.109 -1.196 -0.331
N: 0.315 -2.002 0.183
O: -1.299 0.340 -0.590
O: -0.764 -0.346 1.640
O: 3.538 -1.598 -0.506
O: -2.863 -0.670 0.883
O: 2.518 -0.211 0.981
Br: 0.624 1.993 0.558
H: -0.144 0.408 -2.797
H: 1.275 1.361 -1.989
H: -0.001 2.257 -2.521
H: -4.297 0.411 1.891
H: -3.768 1.200 0.341
H: -2.672 1.183 1.917
H: 3.457 0.863 2.416
H: 4.194 1.026 0.783
H: 4.352 -0.740 1.771
H: -1.572 -2.052 -1.060
H: -1.440 -2.834 0.820
H: -0.932 0.476 1.987
H: 0.649 -2.754 0.768

Computed properties:
- energy relative to the best compared isomer or geometry (same formula, charge and spin) (kcal/mol) = 55.8
- HOMO (spin up / spin down) (eV) = -12.52 / -12.52
- frontier orbital gap (spin up / spin down) (eV) = 8.150 / 8.151
- net charge = +1

These are the natural (NBO) partial charges, in e, on atoms 1 to 5: 0.55, 0.82, 0.68, -0.74, -0.27

***

Entry 13:
C21H31HgN3OTa | ωB97M-V/def2-TZVPD

Atoms and positions in Å:
N: 1.782 -0.353 -0.844
C: 4.046 -1.550 0.421
O: 4.924 -1.962 -0.190
Hg: 3.492 -0.268 -2.284
Ta: 0.019 0.017 -0.656
N: -0.814 -1.596 -1.474
N: -0.222 1.813 -1.518
C: -0.323 -2.981 -1.554
C: 0.331 3.122 -1.114
C: 0.848 -3.046 -2.519
C: -1.381 -3.944 -2.086
C: 0.121 -3.419 -0.167
C: 0.333 4.125 -2.278
C: -0.539 3.668 0.021
C: 1.769 2.963 -0.641
H: 0.540 -2.695 -3.511
H: 1.199 -4.084 -2.612
H: 1.689 -2.425 -2.194
H: -2.261 -3.982 -1.438
H: -0.952 -4.953 -2.115
H: -1.678 -3.687 -3.108
H: 0.992 -2.852 0.183
H: 0.384 -4.485 -0.188
H: -0.697 -3.280 0.550
H: 0.761 3.683 -3.187
H: 0.950 4.997 -2.009
H: -0.674 4.501 -2.492
H: -1.582 3.743 -0.316
H: -0.177 4.667 0.312
H: -0.500 3.002 0.892
H: 1.895 2.203 0.139
H: 2.107 3.923 -0.226
H: 2.434 2.698 -1.471
C: -1.294 1.815 -2.509
H: -1.242 0.907 -3.126
H: -2.299 1.860 -2.058
H: -1.208 2.678 -3.178
C: -2.148 -1.314 -1.976
H: -2.868 -2.061 -1.622
H: -2.519 -0.341 -1.623
H: -2.171 -1.299 -3.077
C: 1.622 -0.320 5.055
C: 2.273 -0.430 3.814
C: 1.562 -0.300 2.626
C: 0.172 -0.046 2.646
C: -0.618 0.127 1.445
C: -1.994 0.372 1.539
C: -2.623 0.450 2.807
C: -1.888 0.300 3.964
C: -0.496 0.057 3.926
C: 0.260 -0.086 5.107
H: 2.191 -0.423 5.980
H: 3.349 -0.618 3.776
H: 2.061 -0.391 1.650
H: -2.612 0.509 0.644
H: -3.697 0.632 2.855
H: -2.369 0.367 4.945
H: -0.259 -0.004 6.065

Computed properties:
- spin multiplicity = 2
- HOMO (spin up / spin down) (eV) = -14.40 / -14.44
- frontier orbital gap (spin up / spin down) (eV) = 4.860 / 4.861
- <S²> = 0.778
- net charge = +2

These are the Mulliken partial charges, in e, on atoms 1 to 5: -0.12, 0.18, -0.21, 0.75, -0.85